{"formula": "C27H46BrCaNOP2S", "method": "ωB97M-V/def2-TZVPD", "de_lowest_ev": 2.352, "total_charge": 2, "homo_lumo_gap_ha": [0.120, 0.113], "symbols": ["N", "C", "C", "C", "C", "C", "C", "Ca", "P", "C", "C", "C", "C", "C", "C", "C", "Br", "H", "H", "H", "H", "H", "H", "H", "H", "H", "H", "P", "C", "C", "H", "H", "H", "H", "H", "C", "C", "H", "H", "H", "H", "H", "C", "C", "H", "H", "H", "H", "H", "C", "C", "H", "H", "H", "H", "H", "C", "C", "H", "H", "H", "H", "H", "C", "C", "H", "H", "H", "H", "H", "C", "S", "C", "O", "H", "H", "H", "H", "H", "H"], "xyz": [[-0.179, -4.916, 6.033], [-1.026, -3.923, 6.321], [-1.655, -3.177, 5.311], [-1.327, -3.389, 3.948], [-0.437, -4.484, 3.685], [0.122, -5.208, 4.762], [-1.857, -2.524, 2.908], [-2.938, -0.764, 1.043], [-2.800, 0.795, -3.150], [-1.464, -2.612, 1.575], [-0.282, -1.913, 1.077], [0.191, -2.211, -0.223], [1.266, -1.547, -0.767], [1.929, -0.498, -0.064], [1.542, -0.289, 1.273], [0.471, -0.994, 1.838], [-0.601, 0.908, -0.666], [-2.601, -1.808, 3.279], [-1.847, -3.460, 0.985], [-2.401, -2.445, 5.611], [-0.180, -4.793, 2.674], [-1.211, -3.733, 7.391], [0.825, -6.048, 4.587], [-0.346, -2.966, -0.782], [0.252, -0.843, 2.893], [1.669, -1.880, -1.727], [2.160, 0.400, 1.867], [3.129, 0.573, -0.951], [-3.891, 0.267, -1.816], [-5.184, -0.213, -2.508], [-4.075, 1.138, -1.164], [-3.380, -0.570, -1.290], [-6.004, -0.316, -1.794], [-5.499, 0.488, -3.297], [-5.043, -1.190, -2.985], [-1.591, -0.507, -3.482], [-1.022, -0.380, -4.903], [-2.062, -1.489, -3.301], [-0.810, -0.334, -2.716], [-0.302, -1.181, -5.108], [-1.827, -0.431, -5.649], [-0.496, 0.573, -5.051], [-1.842, 2.336, -3.016], [-2.419, 3.527, -3.783], [-0.794, 2.142, -3.327], [-1.844, 2.561, -1.937], [-1.761, 4.390, -3.654], [-2.502, 3.294, -4.848], [-3.403, 3.810, -3.408], [2.643, 2.270, -0.611], [3.460, 3.362, -1.292], [2.703, 2.371, 0.477], [1.580, 2.302, -0.886], [4.391, 3.568, -0.765], [3.707, 3.116, -2.325], [2.879, 4.285, -1.285], [3.093, -0.002, -2.644], [4.060, -1.166, -2.932], [3.286, 0.870, -3.272], [2.051, -0.286, -2.833], [5.110, -0.948, -2.701], [3.783, -2.054, -2.361], [3.988, -1.439, -3.989], [4.766, 0.411, -0.261], [4.895, 1.006, 1.126], [5.400, 0.927, -0.992], [5.020, -0.655, -0.296], [4.586, 0.282, 1.879], [5.939, 1.259, 1.301], [4.311, 1.915, 1.268], [-2.564, 2.849, 4.050], [-2.242, 2.534, 2.308], [-0.463, 2.311, 2.498], [-2.793, 1.098, 2.127], [-2.155, 3.850, 4.255], [-2.063, 2.087, 4.670], [-3.647, 2.856, 4.224], [-0.243, 1.273, 2.789], [-0.015, 2.558, 1.526], [-0.119, 3.023, 3.254]], "forces_ev_per_a": [[0.274, 0.043, 0.031], [-0.084, 0.038, -0.725], [0.062, -0.059, 0.500], [-0.961, -1.449, -0.037], [0.314, 0.015, 0.387], [-0.619, 0.526, -0.510], [0.297, -1.110, 2.154], [0.404, 1.730, -1.102], [-0.691, 0.533, -3.386], [0.376, -0.536, -1.539], [-0.185, 0.694, -0.620], [-0.018, 0.095, 0.218], [0.910, -0.016, 0.294], [-0.387, -0.916, 0.283], [0.678, -0.272, -0.366], [0.430, 0.004, 0.109], [-1.146, 0.315, 1.143], [0.969, 1.017, 0.562], [1.330, -0.678, 0.660], [0.164, 0.097, -0.174], [-0.037, 0.332, 0.136], [-0.013, -0.099, -0.674], [-0.625, 0.679, 0.128], [0.195, -0.077, -0.182], [-0.006, -0.099, -0.104], [-0.512, 0.193, 0.260], [-0.665, -0.231, -0.053], [-0.805, -0.808, 1.316], [-0.189, 0.208, 0.357], [-0.312, -0.206, 0.284], [0.054, -0.359, 0.081], [-0.167, 0.026, 0.137], [-0.051, -0.052, 0.054], [0.233, -0.213, 0.429], [0.087, 0.244, 0.035], [0.776, -0.118, 0.594], [-0.145, -0.168, -0.028], [0.158, 0.272, -0.191], [-0.089, -0.644, -0.560], [-0.140, 0.099, 0.010], [0.249, -0.011, 0.155], [-0.181, -0.167, 0.107], [0.056, 0.674, 1.165], [0.065, -0.292, -0.216], [-0.546, -0.029, 0.304], [0.336, 0.320, -0.581], [-0.040, -0.040, -0.092], [-0.065, 0.163, 0.103], [-0.013, -0.091, -0.076], [-0.604, -0.022, -0.446], [0.084, 0.089, 0.021], [-0.287, -0.059, -0.156], [0.151, 0.159, 0.071], [0.056, -0.093, -0.010], [-0.058, 0.089, -0.059], [0.084, -0.056, -0.104], [0.065, 0.285, -0.354], [-0.083, -0.070, -0.039], [0.143, -0.060, -0.139], [0.164, 0.148, -0.125], [-0.317, 0.124, -0.133], [0.030, 0.025, 0.038], [0.067, 0.122, 0.144], [0.127, -0.282, -0.593], [0.298, -0.058, 0.408], [0.151, -0.045, 0.118], [0.166, 0.222, 0.081], [0.039, 0.037, 0.062], [-0.017, -0.043, 0.165], [0.239, -0.066, -0.018], [-0.095, 0.242, 0.073], [0.101, -1.034, 0.679], [0.247, 0.441, -0.376], [-0.028, 0.310, 0.122], [-0.158, -0.300, 0.052], [-0.216, 0.285, -0.312], [0.315, -0.023, -0.118], [-0.274, 0.518, -0.117], [-0.068, -0.336, 0.336], [-0.042, -0.126, -0.052]], "lowdin_charge": [0.09, -0.09, 0.01, -0.18, 0.04, -0.09, -0.06, 1.40, 0.91, -0.27, -0.31, -0.06, -0.13, -0.34, -0.12, -0.07, 0.42, 0.10, 0.13, 0.12, 0.12, 0.13, 0.13, 0.13, 0.12, 0.10, 0.11, 1.01, -0.50, -0.18, 0.08, -0.01, 0.06, 0.07, 0.08, -0.48, -0.16, 0.08, -0.04, 0.07, 0.07, 0.06, -0.53, -0.16, 0.06, -0.03, 0.07, 0.07, 0.07, -0.35, -0.10, 0.08, 0.02, 0.08, 0.07, 0.09, -0.30, -0.10, 0.10, 0.08, 0.08, 0.07, 0.09, -0.32, -0.11, 0.11, 0.11, 0.08, 0.09, 0.06, -0.24, 0.94, -0.27, -0.81, 0.07, 0.07, 0.07, 0.04, 0.00, 0.07]}